# C24H27N3O

2 unconnected molecules or ions with the total composition C24H27N3O (ωB97M-V/def2-TZVPD, OMol25).

```
55
C24H27N3O ωB97M-V/def2-TZVPD
C 7.103 -2.316 2.374
N 6.504 -1.741 1.187
C 7.055 -2.281 -0.043
C 5.264 -1.096 1.222
C 5.217 0.322 1.176
C 4.013 0.978 1.070
C 2.783 0.259 1.000
C 1.558 0.956 0.751
C 0.308 0.339 0.775
C -0.865 0.853 0.238
C -2.136 0.216 0.367
C -3.239 0.693 -0.398
C -4.453 0.044 -0.387
C -4.649 -1.104 0.430
N -5.874 -1.773 0.394
C -6.156 -2.781 -0.612
C -6.695 -1.905 1.581
C -3.586 -1.541 1.258
C -2.359 -0.899 1.227
C 2.841 -1.164 1.097
C 4.050 -1.821 1.220
H 6.818 -1.734 3.259
H 6.796 -3.367 2.500
H 8.191 -2.293 2.235
H 6.741 -1.680 -0.908
H 8.149 -2.260 0.056
H 6.746 -3.330 -0.186
H 6.168 0.859 1.187
H 3.982 2.068 1.014
H 1.610 2.027 0.535
H 0.245 -0.634 1.260
H -0.831 1.753 -0.386
H -3.075 1.566 -1.030
H -5.288 0.392 -1.002
H -5.510 -2.640 -1.487
H -6.005 -3.792 -0.195
H -7.212 -2.703 -0.906
H -6.495 -1.075 2.266
H -7.747 -1.887 1.270
H -6.507 -2.865 2.084
H -3.740 -2.421 1.889
H -1.556 -1.256 1.878
H 1.920 -1.746 1.026
H 4.098 -2.913 1.263
N -1.288 3.333 -1.673
C -1.306 2.657 -2.893
O -1.410 1.417 -2.932
C -1.238 3.448 -4.113
C -1.248 4.815 -4.064
C -1.298 5.451 -2.811
C -1.312 4.651 -1.657
H -1.204 2.861 -5.023
H -1.211 5.383 -4.993
H -1.318 6.533 -2.715
H -1.348 5.139 -0.678
```

Computed properties:
Electronic energy: -31839.80403 eV
Orbital gap: 3.36 eV
E_HOMO: -5.9 eV
M: 373.500 u